ORCA calculation (ωB97M-V/def2-TZVPD) on a single C5H7N3 molecule in a non-equilibrium geometry.

Structure (XYZ):
```
15
Properties=species:S:1:pos:R:3:forces:R:3
N -3.541909 0.036116 -0.386223 3.122 0.650 1.019
C -2.412743 0.168739 -0.081263 -0.552 -0.975 -0.725
C -0.884467 0.078740 0.079359 -4.561 1.767 4.217
C -0.022551 1.271228 0.071670 2.463 2.951 -0.948
N 1.369412 0.741072 -0.196888 -0.530 -1.353 1.856
C 1.071297 -0.619878 -0.846587 4.237 -1.374 2.667
C -0.160885 -1.107737 -0.032900 1.724 -4.906 -1.037
N -0.308283 -0.644877 1.367943 1.441 0.522 -1.376
H -0.280248 1.959471 -0.722722 -0.060 0.131 -0.459
H 0.160883 1.963426 0.977922 -1.305 -1.438 -0.944
H 1.714089 0.455643 0.915835 -0.349 1.053 -4.529
H 2.106548 -1.116706 -0.616526 -1.953 0.042 0.012
H 1.089110 -0.850288 -1.930409 -0.970 1.365 0.376
H -0.559461 -2.243449 -0.138979 0.640 3.197 -0.313
H 0.659204 -0.091500 1.539767 -3.347 -1.631 0.183
```
Forces are in eV/Å.

Output
- Frontier orbital gap: 10.865 eV
- Relative energy (zero: lowest compared OMol25 entry of this formula, charge and spin): 126.6 kcal per mole

natural (NBO) atomic charge list, values in e, 5 entries: number 1, N, carries -0.30; number 2, C, carries 0.29; number 3, C, carries -0.05; number 4, C, carries -0.26; number 5, N, carries -0.53